{
  "formula": "C27H40N2P2RhS",
  "method": "wB97M-V/def2-TZVPD",
  "homo_ev": [-9.96, -10.02],
  "e_tot_ev": -64043.52946,
  "total_charge": 1,
  "spin_multiplicity": 1,
  "e_lumo_ev": [-5.4, -5.2],
  "symbols": ["H", "H", "H", "C", "H", "H", "H", "H", "C", "H", "C", "H", "C", "Rh", "H", "H", "C", "C", "H", "C", "H", "H", "P", "H", "H", "C", "C", "C", "H", "N", "C", "C", "C", "H", "C", "H", "S", "H", "C", "H", "H", "H", "H", "C", "C", "P", "H", "C", "H", "C", "H", "C", "C", "H", "H", "C", "H", "H", "N", "H", "H", "C", "C", "H", "H", "H", "H", "H", "H", "C", "H", "C", "C"],
  "coordinates": [[2.911, -4.615, 3.515], [-3.331, 2.929, -0.171], [-4.099, 4.241, 1.689], [-3.024, 0.715, -2.736], [5.708, -1.993, -0.173], [-2.767, 0.970, -3.772], [-1.447, 2.826, -4.254], [1.331, -5.117, 4.140], [-2.684, 1.359, 2.734], [0.198, 2.626, -3.640], [-0.736, 3.175, -3.510], [4.001, -0.779, -1.657], [-4.129, 3.374, 2.346], [0.139, -0.485, -1.619], [2.365, 0.188, 2.605], [-3.410, -1.093, -1.605], [-0.262, 3.565, -1.088], [-1.259, 2.993, -2.090], [1.900, -5.712, 2.586], [-0.786, -2.479, 2.013], [3.004, -3.069, 1.575], [-4.062, -1.111, -3.243], [2.084, -0.746, -0.275], [-5.156, 3.009, 2.385], [-2.329, -1.328, -2.987], [3.115, 1.806, -0.403], [-1.525, 0.257, 0.918], [1.883, -4.842, 3.245], [-0.542, 4.228, -3.704], [-0.617, -0.617, 0.457], [-0.149, -3.501, 2.676], [1.337, -1.853, 0.983], [-0.139, -3.377, -1.723], [-5.115, 1.113, -2.979], [-3.216, -0.796, -2.635], [4.407, -3.193, -1.886], [-0.164, -4.771, -0.975], [3.223, -3.551, -0.630], [-0.055, -1.626, 1.170], [3.974, 0.574, 1.987], [-4.570, 1.227, -1.311], [1.321, 1.294, 0.645], [2.706, -2.813, -2.144], [-2.920, 2.192, 0.499], [3.501, -2.836, -1.400], [-1.513, 1.174, -1.732], [-4.204, 2.527, -2.460], [2.352, 0.908, 0.570], [5.222, -0.397, 0.373], [4.867, -1.410, 0.203], [-2.222, 3.503, -1.990], [3.731, -1.441, -0.821], [2.932, 0.874, 1.978], [-1.400, -0.314, 2.995], [-3.845, 3.677, 3.351], [-3.237, 2.290, 1.851], [-0.723, -4.164, 3.304], [3.051, 2.848, -0.094], [-0.057, -2.358, -2.326], [4.166, 1.534, -0.462], [4.571, -1.833, 1.158], [-2.080, 1.207, 0.012], [-4.300, 1.450, -2.341], [2.863, 1.868, 2.417], [-0.216, 4.649, -1.175], [-1.857, -2.368, 2.079], [2.683, 1.716, -1.404], [0.727, 3.162, -1.289], [-2.911, 1.431, 3.787], [1.223, -3.705, 2.540], [-0.538, 3.321, -0.064], [-1.849, 0.370, 2.290], [1.949, -2.874, 1.685]]
}

{
  "formula": "C38H51IN4O5ScSi4",
  "method": "wB97M-V/def2-TZVPD",
  "homo_ev": -5.10,
  "e_tot_ev": -116752.48423,
  "total_charge": -1,
  "spin_multiplicity": 1,
  "e_lumo_ev": 2.0,
  "de_lowest_kj_mol": 32.3,
  "symbols": ["H", "Si", "H", "C", "H", "C", "H", "C", "H", "H", "H", "H", "H", "C", "H", "H", "C", "Si", "H", "N", "C", "N", "H", "H", "C", "H", "C", "C", "N", "H", "H", "H", "H", "H", "C", "C", "O", "H", "H", "H", "C", "C", "H", "H", "O", "H", "H", "N", "O", "O", "I", "C", "H", "C", "H", "C", "C", "C", "H", "C", "H", "C", "C", "C", "C", "C", "C", "H", "C", "H", "C", "C", "C", "H", "H", "H", "C", "Si", "Si", "H", "H", "C", "H", "H", "C", "H", "H", "O", "C", "H", "Sc", "H", "C", "H", "C", "H", "H", "H", "C", "C", "H", "H", "C", "H"],
  "coordinates": [[-2.349, -3.904, -0.915], [-1.391, 1.733, -3.134], [-3.428, 2.550, -1.931], [-4.778, -2.358, 3.134], [-0.185, 1.252, -5.316], [-0.023, -1.669, -0.116], [-3.883, 1.447, -3.244], [0.563, 2.935, 0.911], [-0.689, 3.477, -1.541], [4.262, 4.241, 0.921], [3.810, 5.326, 4.585], [-1.326, 2.585, -5.453], [0.052, 5.019, 0.751], [-4.193, -2.811, 4.314], [-3.689, -3.289, -2.555], [2.950, 1.104, -1.637], [0.968, 1.710, 4.207], [-1.693, -2.155, -3.545], [-0.750, -4.092, -2.251], [0.814, 0.433, 4.397], [1.896, -0.458, -5.105], [1.224, 0.738, 0.990], [-1.292, -4.566, -3.867], [-4.690, -3.554, 4.923], [3.137, 1.633, 5.484], [-3.791, 0.376, 0.194], [-2.173, -2.982, -0.361], [2.460, 3.672, 4.400], [-0.364, 0.050, 3.744], [1.735, 4.199, 3.794], [-2.491, -2.607, 5.598], [2.366, 5.826, 0.723], [1.977, -2.718, -2.082], [-1.901, 0.923, -5.445], [1.668, 2.089, 0.963], [3.200, -2.767, 1.611], [4.174, -3.355, 0.750], [3.487, -1.789, -2.078], [5.010, 1.702, 6.520], [2.895, -0.817, -5.361], [-0.786, -3.783, -3.297], [3.622, 4.291, 4.840], [1.526, -4.839, 1.280], [-0.567, 4.029, -3.221], [-2.328, 0.073, 1.963], [-4.093, -2.402, -4.031], [-3.912, -1.550, -2.498], [-0.155, -3.972, 0.489], [0.115, 2.461, 3.586], [-0.568, -0.594, -0.766], [-3.038, 3.396, 1.963], [2.214, 2.343, 4.720], [-3.320, 3.083, -3.612], [2.609, -2.056, -2.672], [-4.986, 0.925, 1.370], [-0.382, 3.189, -2.546], [1.242, -1.579, 0.481], [-4.176, -1.404, 2.336], [-1.949, -2.820, -5.903], [3.244, 3.871, 0.892], [1.178, -1.098, -5.609], [1.091, -3.909, 0.930], [0.863, 4.297, 0.800], [2.816, 0.991, -2.710], [-3.516, -2.364, -3.105], [-2.347, -1.314, 3.898], [-2.979, -2.283, 4.686], [5.446, 4.067, 5.946], [-4.769, 0.164, 0.619], [-0.772, -1.512, -5.822], [4.294, 2.254, 5.924], [-1.071, -0.815, 4.362], [-3.185, 2.230, -2.943], [-2.749, -3.038, 0.559], [2.929, 0.599, 5.719], [2.953, -2.611, -3.546], [4.539, 3.585, 5.603], [-0.531, -0.378, -2.469], [1.742, -0.459, -3.219], [4.096, -2.940, -0.117], [-0.692, -1.194, 5.315], [-0.730, -2.870, 0.000], [2.394, 1.929, -3.074], [3.509, -1.768, 1.932], [1.828, -2.736, 0.992], [3.189, -3.398, 2.500], [0.689, 3.001, -2.508], [-4.829, -1.143, 1.167], [2.171, 4.761, 0.787], [-5.532, 0.183, -0.157], [-0.876, 1.519, 2.038], [2.962, -0.174, 0.376], [-1.168, 1.598, -5.011], [3.800, 0.870, -3.173], [-1.711, -1.871, -5.415], [-2.482, -1.156, -5.693], [0.244, -3.715, -3.656], [1.793, 0.548, -5.510], [2.997, 2.514, 0.976], [1.897, -0.263, 0.604], [-2.533, -2.126, -0.921], [3.819, 1.812, 1.081], [-2.926, -0.828, 2.702], [-5.726, -2.755, 2.793]]
}